## i
# C11H23OP

A 2-piece molecular cluster, C11H23OP overall (ωB97M-V/def2-TZVPD, the OMol25 dataset).

```
! RIJCOSX wB97M-V def2-TZVPD def2/J DEFGRID3
* xyz 0 3
C -1.27768 0.35182 -2.28049
C -1.17893 1.53273 -3.15841
C 2.81502 -2.49841 -0.49179
C 2.38431 1.36625 -0.23138
C 0.30709 0.72009 2.60203
C -4.14148 0.69574 -0.06245
C 1.97076 -2.12501 0.77033
C 2.79900 0.28630 0.85936
C 0.41453 -0.22096 1.43529
C -3.35485 1.01719 -1.29728
C 1.76937 -0.67272 1.00435
O -2.22620 0.08192 -1.37880
P 0.12225 -0.65288 -2.30597
H -0.92474 1.26401 -4.21596
H -2.07181 2.13281 -3.24857
H -0.23219 1.99111 -2.83824
H 3.59425 -3.23271 -0.19126
H 2.40726 -3.01009 -1.34430
H 3.40942 -1.62858 -0.98793
H 3.10861 1.38444 -1.02441
H 1.38451 0.99825 -0.63273
H 2.18963 2.36691 0.23172
H -0.63146 1.31180 2.58245
H 1.15710 1.40596 2.43573
H 0.49341 0.25067 3.56874
H -4.63447 -0.27482 -0.11311
H -3.55874 0.57817 0.90822
H -4.97395 1.43399 -0.02176
H 2.45955 -2.74656 1.57087
H 0.90778 -2.46727 0.69299
H 3.13818 0.57462 1.91151
H 3.62416 -0.16600 0.43518
H 0.00764 0.13070 0.42969
H -0.13002 -1.09559 1.77047
H -2.98062 2.07220 -1.22268
H -3.97074 1.01321 -2.18932
*
```

Results
**HOMO-LUMO gap (alpha / beta)**: 0.2615 / 0.2648 hartree
**HOMO level (alpha / beta)**: -6.387 / -7.681 eV



## ii
# C11H23OP

A 2-piece molecular cluster, C11H23OP overall (ωB97M-V/def2-TZVPD, the OMol25 dataset).

```
! RIJCOSX wB97M-V def2-TZVPD def2/J DEFGRID3
* xyz 0 3
C -3.09569 -0.81046 -0.52311
C -4.18275 -1.71873 -0.92355
C 1.82394 2.24408 -0.91543
C 3.40133 0.25693 2.85486
C 3.15864 -2.14466 0.02552
C -4.05975 1.54063 -2.18029
C 1.53900 1.46920 0.40676
C 3.74766 0.64499 1.42212
C 2.26949 -0.87506 0.02149
C -4.56830 1.10140 -0.85882
C 2.54023 0.25592 0.64106
O -3.40120 0.46444 -0.15900
P -1.47530 -1.24637 -0.89589
H -3.85068 -2.71450 -0.78368
H -5.11990 -1.77355 -0.30738
H -4.66594 -1.56159 -1.92070
H 2.92164 2.56926 -1.09061
H 1.72420 1.45613 -1.79581
H 1.11718 3.00420 -1.06131
H 3.99644 0.72103 3.56494
H 2.41718 0.52032 3.11876
H 3.47167 -0.87766 3.08138
H 2.87170 -2.83284 -0.73340
H 3.18887 -2.76723 0.93226
H 4.22728 -1.93221 0.00143
H -3.63795 0.76475 -2.79950
H -4.83840 1.96479 -2.73123
H -3.36943 2.47754 -2.15085
H 0.63726 0.90652 0.38038
H 1.41225 2.14930 1.21439
H 4.71562 0.21800 1.12378
H 3.98779 1.68441 1.40273
H -0.80604 -0.09696 -0.51640
H 1.36856 -1.07500 -0.54059
H -5.27310 0.27726 -0.98972
H -4.87574 1.75380 -0.05172
*
```

Results
**HOMO-LUMO gap (alpha / beta)**: 0.2456 / 0.2603 hartree
**HOMO level (alpha / beta)**: -5.805 / -8.779 eV



Stability verdict: i, ahead by 10.3 kcal/mol



## i
# CH4FINP

A 2-piece molecular cluster, CH4FINP overall (ωB97M-V/def2-TZVPD, the OMol25 dataset).

```
! RIJCOSX wB97M-V def2-TZVPD def2/J DEFGRID3
* xyz 0 1
C -1.46555 -0.84381 -0.56238
N -0.62567 0.16495 -0.99489
F 3.24263 1.90121 0.38737
P 2.64368 0.61960 1.16557
I 1.03482 1.67864 2.53787
H -1.15710 -1.39412 0.42910
H -2.51298 -0.51059 -0.29483
H -1.43294 -1.49646 -1.43048
H 0.27311 -0.11942 -1.23733
*
```

Results
**HOMO-LUMO gap (alpha / beta)**: 0.3097 / 0.2985 hartree
**HOMO level (alpha / beta)**: -9.768 / -8.317 eV



## ii
# CH4FINP

A 2-piece molecular cluster, CH4FINP overall (ωB97M-V/def2-TZVPD, the OMol25 dataset).

```
! RIJCOSX wB97M-V def2-TZVPD def2/J DEFGRID3
* xyz 0 1
C 1.07148 -1.38970 1.64780
N 2.42506 -1.06442 1.18492
P 3.18915 -1.50519 -0.02400
F 2.19498 -2.54113 -0.90036
H 1.06949 -2.09319 2.44839
H 0.66217 -0.49302 2.16341
H 0.51835 -1.72347 0.69668
I -3.18047 -0.38538 0.07843
H -2.24621 -1.50701 -0.57822
*
```

Results
**HOMO-LUMO gap**: 0.3790 hartree
**SMILES**: C/N=P\F.I
**HOMO level**: -10.180 eV



Stability verdict: ii, ahead by 53.1 kcal/mol



## i
# C5H12S

A 2-piece molecular cluster, C5H12S overall (ωB97M-V/def2-TZVPD, the OMol25 dataset).

```
! RIJCOSX wB97M-V def2-TZVPD def2/J DEFGRID3
* xyz 0 1
C 2.21274 1.15829 0.95894
C -2.42815 0.58870 0.19151
C 0.46082 -1.70580 -0.05527
C -1.34798 1.16030 -0.59934
C 1.61505 -0.96558 -0.64151
S 1.45330 0.86285 -0.56240
H 1.74507 2.06546 1.26863
H 2.42277 0.42257 1.73709
H -2.31984 -0.52098 0.22250
H -3.34232 0.92828 -0.16162
H -0.47698 -1.27806 -0.24696
H 0.30897 -2.70444 -0.38848
H 0.45494 -1.56742 1.11601
H -1.28578 0.96328 -1.70849
H -2.38540 0.91558 1.22255
H -1.34462 2.25398 -0.43494
H 1.68902 -1.12088 -1.71967
H 2.56837 -1.45613 -0.19854
*
```

Results
**HOMO-LUMO gap (alpha / beta)**: 0.2948 / 0.2962 hartree
**HOMO level (alpha / beta)**: -7.205 / -7.634 eV



## ii
# C5H12S

A 3-piece molecular cluster, C5H12S overall (ωB97M-V/def2-TZVPD, the OMol25 dataset).

```
! RIJCOSX wB97M-V def2-TZVPD def2/J DEFGRID3
* xyz 0 1
C 5.24575 -0.37205 -1.11800
C 4.47660 -0.98766 1.19659
C -4.90912 -0.52641 0.54738
C -0.75955 1.87762 -0.06187
C -5.57609 -0.97953 -0.47298
S 4.38517 0.19267 0.11206
H 5.75472 0.28059 -1.89070
H 5.70686 -1.41233 -1.02921
H 3.71905 -1.31820 1.92346
H 5.16549 -1.81275 0.89117
H -0.63331 2.12046 0.99435
H -3.86229 -0.83973 0.97520
H -5.05917 0.46135 0.97989
H 0.27878 1.81127 -0.39709
H -1.25594 1.02149 -0.12029
H -1.19240 2.72529 -0.58563
H -5.02520 -1.68315 -1.03030
H -6.45935 -0.55893 -0.91404
*
```

Results
**HOMO-LUMO gap**: 0.2940 hartree
**HOMO level**: -7.774 eV



Stability verdict: i, ahead by 2.1 kcal/mol



## i
# C5H14N2O2

C5H14N2O2 as an isolated structure (ωB97M-V/def2-TZVPD, the OMol25 dataset).

```
! RIJCOSX wB97M-V def2-TZVPD def2/J DEFGRID3
* xyz 0 1
C 1.60525 0.77513 0.06942
C -1.69316 0.63645 0.45487
C 0.90908 -0.55373 0.47876
C -3.00164 -0.06756 0.15859
C 1.74281 -1.75405 0.03559
N -0.44606 -0.64465 -0.08239
N 1.47861 0.96174 -1.36462
O 1.15490 1.86260 0.82620
O -1.31334 1.59781 -0.27359
H 0.23296 2.05384 0.53394
H -0.47515 -0.23776 -1.05889
H -0.82159 -1.58483 0.02250
H 2.66928 0.66209 0.30823
H -1.43059 0.62077 1.52825
H 0.81586 -0.54429 1.57001
H 0.56434 1.36941 -1.55511
H 2.15717 1.64494 -1.68268
H -3.80432 0.58510 0.50130
H -3.12671 -0.20635 -0.91284
H -3.07679 -1.02665 0.66422
H 2.72092 -1.73166 0.50938
H 1.25554 -2.68931 0.31222
H 1.88265 -1.72903 -1.04334
*
```

Results
**HOMO-LUMO gap**: 0.3647 hartree
**HOMO level**: -9.141 eV



## ii
# C5H14N2O2

A 3-piece molecular cluster, C5H14N2O2 overall (ωB97M-V/def2-TZVPD, the OMol25 dataset).

```
! RIJCOSX wB97M-V def2-TZVPD def2/J DEFGRID3
* xyz 0 1
C 1.60839 0.08551 -0.39398
C 1.27584 -0.21072 1.07342
C 2.55120 -0.96395 -0.97513
N 0.43752 0.11919 -1.27952
N -0.53041 1.12653 -0.93005
H -0.08050 -0.75609 -1.19200
H 2.09209 1.06907 -0.46445
H -0.96152 1.03358 0.10353
H -0.09225 2.04043 -1.02199
H 2.76699 -0.74080 -2.01872
H 0.63597 -1.09065 1.14408
H 2.19176 -0.38534 1.63728
H 0.75690 0.62629 1.54150
H 2.09835 -1.95430 -0.91475
H 3.49087 -0.97763 -0.42517
C -2.34222 0.58858 1.32600
C -2.37058 -0.67822 0.08423
O -2.68863 -0.19280 -1.03756
O -1.76269 -1.65713 0.41486
H -1.65869 0.65242 -1.57915
H -2.60222 1.60675 1.02361
H -1.56597 0.43207 2.07268
H -3.25020 0.22721 1.81126
*
```

Results
**HOMO-LUMO gap**: 0.3536 hartree
**HOMO level**: -9.041 eV



Stability verdict: i, ahead by 51.2 kcal/mol



## i
# C7H8N2O

A 2-piece molecular cluster, C7H8N2O overall (ωB97M-V/def2-TZVPD, the OMol25 dataset).

```
! RIJCOSX wB97M-V def2-TZVPD def2/J DEFGRID3
* xyz 0 1
C -2.05910 -0.09420 -0.30817
C 0.18656 -0.64973 -0.17277
C 1.33514 -1.35102 -0.00576
C 2.55563 -0.64265 0.17830
C 2.44184 0.71733 0.22887
C 1.26875 1.36602 0.09091
C 0.16251 0.72168 -0.24949
H -3.15517 1.28429 0.94306
H -2.97324 -0.26765 -0.87098
H -1.09030 -2.02263 0.24840
H 1.26507 -2.49668 -0.30148
H 3.54568 -1.08014 0.36877
H 3.31343 1.23250 0.32120
H 1.45052 2.44359 0.24933
H -1.52696 2.07505 -0.38084
N -1.07117 -1.17910 -0.45594
N -1.22202 1.12347 -0.62169
O -2.51560 -0.14794 1.04932
*
```

Results
**HOMO-LUMO gap**: 0.2567 hartree
**HOMO level**: -8.022 eV



## ii
# C7H8N2O

A 3-piece molecular cluster, C7H8N2O overall (ωB97M-V/def2-TZVPD, the OMol25 dataset).

```
! RIJCOSX wB97M-V def2-TZVPD def2/J DEFGRID3
* xyz 0 1
C 1.90981 -2.18085 0.16110
C 1.42528 -1.14188 0.37541
C -1.58119 -0.92442 -0.09170
C -2.89465 -0.54313 -0.08745
C -1.67211 1.11331 0.53511
C -0.75309 0.13459 0.30268
C 0.73196 0.09381 0.31841
N 1.29123 2.48199 0.52056
N 1.42697 1.18258 0.66147
O -2.92353 0.77962 0.26877
H 2.38912 -3.13459 0.08747
H -1.11101 -1.89462 -0.24175
H -3.64518 -1.19157 -0.26453
H -1.50450 2.08868 0.92469
H 1.92455 0.02298 -2.39526
H 2.25094 -0.61435 -1.87985
H 0.31841 2.72901 0.12941
H 2.41699 0.99884 0.67545
*
```

Results
**HOMO-LUMO gap (alpha / beta)**: 0.2857 / 0.2857 hartree
**HOMO level (alpha / beta)**: -7.688 / -7.684 eV



Stability verdict: i, ahead by 50.3 kcal/mol